Below is a cluster of 6 separate species, C39H70N3O22S5 in total, with properties calculated with the ωB97M-V functional and the def2-TZVPD basis.

As for the HOMO-LUMO gap: 7.282 eV. The value obtained for the energy above the lowest of the compared OMol25 structures with the same formula, charge and spin is 16.980 eV. The total charge is +1. The highest occupied orbital energy is -0.3990 Ha. The value obtained for the total energy is -5337.32128 a.u.

```
139
C39H70N3O22S5, DFT the ωB97M-V functional and the def2-TZVPD basis
C 1.80 6.50 -2.27
C 1.69 5.09 -2.52
C 1.43 3.51 -2.83
C 1.59 2.52 -1.50
C 2.85 3.04 -0.60
C 2.39 4.06 0.64
C 3.84 4.63 1.27
C 3.65 5.38 2.73
C 4.57 5.74 0.28
C 0.07 2.67 -0.84
C -0.82 3.99 -0.48
C -2.24 4.01 -1.37
N -0.59 1.50 -0.51
C 0.30 0.29 -0.80
C -0.50 -1.08 -1.21
C -2.16 -0.97 -1.04
C -2.79 -2.51 -1.04
C -4.28 -2.59 -0.30
C -5.50 -2.80 -1.37
C -6.21 -1.42 -1.89
O -6.05 -0.25 -1.01
C -6.35 1.01 -1.69
O -5.67 1.37 -2.81
C -7.54 2.04 -1.21
C -7.97 3.27 -1.99
C 0.79 -0.09 0.75
N -0.38 -0.03 1.72
C 0.21 -0.18 3.10
C 1.47 0.88 -1.84
C 1.11 0.65 -3.43
C 2.76 -0.07 -1.56
C 3.96 0.01 -2.68
C 4.03 -1.02 -3.98
N 5.00 0.93 -2.59
H 1.88 7.68 -2.23
H 2.29 3.17 -3.58
H 0.39 3.39 -3.38
H 3.68 3.59 -1.27
H 3.45 2.17 -0.05
H 1.82 5.01 0.27
H 1.79 3.49 1.48
H 4.62 3.73 1.35
H 4.63 6.03 2.90
H 2.69 6.07 2.61
H 3.51 4.53 3.53
H 5.52 6.18 0.84
H 5.00 5.23 -0.70
H 3.89 6.66 0.02
H -1.19 3.86 0.64
H -0.25 5.01 -0.52
H -2.10 3.30 -2.29
H -3.12 3.64 -0.67
H -2.42 5.13 -1.64
H -1.53 1.57 -0.07
H -0.19 -1.99 -0.50
H -0.33 -1.46 -2.31
H -2.65 -0.32 -1.90
H -2.43 -0.43 -0.03
H -2.07 -3.17 -0.40
H -2.91 -2.87 -2.15
H -4.25 -3.57 0.37
H -4.45 -1.70 0.47
H -5.04 -3.35 -2.32
H -6.34 -3.52 -0.95
H -7.38 -1.62 -1.96
H -5.84 -1.23 -3.01
H -8.08 1.85 -0.18
H -9.03 3.31 -2.51
H -7.26 4.20 -2.11
H 1.35 -1.14 0.79
H 1.57 0.72 1.08
H -1.03 -0.85 1.59
H -0.58 0.00 3.97
H 0.67 -1.28 3.15
H 1.12 0.56 3.22
H 1.88 1.11 -4.18
H 0.03 1.07 -3.72
H 1.13 -0.53 -3.63
H 2.36 -1.20 -1.59
H 3.27 0.05 -0.51
H 3.16 -1.80 -4.02
H 4.08 -0.33 -4.94
H 5.09 -1.55 -3.89
H 4.90 1.52 -1.74
C 4.07 -5.34 0.20
C 4.22 -4.39 1.39
O 3.25 -3.37 1.17
S 1.97 -4.01 0.40
O 0.95 -4.32 1.38
O 1.70 -3.21 -0.78
O 2.67 -5.40 -0.06
H 4.57 -4.94 -0.68
H 4.46 -6.34 0.42
H 5.22 -3.97 1.47
H 3.97 -4.90 2.33
C -6.49 5.63 -4.34
C -6.69 6.95 -3.61
O -5.44 7.63 -3.71
S -4.73 7.23 -5.12
O -5.02 8.27 -6.09
O -3.40 6.76 -4.85
O -5.67 5.94 -5.47
H -5.95 4.91 -3.72
H -7.43 5.19 -4.67
H -6.97 6.81 -2.56
H -7.45 7.57 -4.10
C 4.38 -7.61 -4.76
C 3.67 -6.29 -5.09
O 4.04 -5.40 -4.04
S 5.55 -5.77 -3.54
O 6.48 -4.88 -4.20
O 5.52 -5.95 -2.11
O 5.66 -7.23 -4.25
H 3.84 -8.16 -3.98
H 4.49 -8.24 -5.65
H 2.59 -6.40 -5.14
H 4.03 -5.87 -6.04
C 0.83 -5.99 6.19
C 1.56 -4.68 6.47
O 1.79 -4.10 5.19
S 0.56 -4.51 4.20
O -0.38 -3.42 4.18
O 1.12 -5.10 3.00
O -0.06 -5.70 5.12
H 1.52 -6.77 5.87
H 0.27 -6.34 7.07
H 2.51 -4.84 7.00
H 0.94 -3.99 7.05
C -2.10 -0.82 9.22
C -0.96 -0.71 8.21
O 0.15 -1.36 8.83
S -0.41 -2.57 9.78
O -0.31 -3.80 9.03
O 0.14 -2.40 11.10
O -1.97 -2.11 9.80
H -2.00 -0.07 10.01
H -3.08 -0.71 8.74
H -0.71 0.33 7.97
H -1.19 -1.25 7.29
```

---

Below is a cluster of 5 separate species, C39H71BrF17N4O15P2S in total, with properties calculated with the ωB97M-V functional and the def2-TZVPD basis.

As for the HOMO-LUMO gap: 4.945 eV. The total charge is +1. The highest occupied orbital energy is -0.3570 Ha. The value obtained for the total energy is -8227.86158 a.u.

```
150
C39H71BrF17N4O15P2S, DFT the ωB97M-V functional and the def2-TZVPD basis
C -7.84 3.29 0.90
C -7.62 3.14 -0.75
C -7.13 1.59 -1.02
Br -5.64 1.21 0.27
C -6.56 1.31 -2.54
N -6.13 0.04 -3.24
C -5.70 0.23 -4.69
N -5.28 -0.65 -5.65
C -4.92 -0.36 -7.08
C -3.45 0.30 -7.35
C -2.26 -0.18 -6.33
F -2.28 -1.66 -6.30
F -2.56 0.45 -4.99
C -0.80 0.47 -6.78
F -0.87 1.98 -6.82
F -0.58 0.08 -8.23
C 0.50 -0.12 -5.98
F 0.65 -1.61 -6.15
F 1.70 0.45 -6.70
C 0.66 0.34 -4.42
F 2.13 0.64 -4.23
F -0.04 1.59 -4.04
C 0.26 -0.79 -3.30
F -0.19 -0.02 -2.09
F -0.94 -1.62 -3.68
C 1.50 -1.74 -2.79
F 2.38 -2.26 -3.87
F 2.36 -0.99 -1.80
C 0.99 -3.09 -1.95
F 2.11 -3.35 -0.96
F -0.21 -2.83 -1.11
C 0.90 -4.44 -2.87
F 0.08 -5.47 -2.14
F 2.22 -5.10 -3.14
F 0.25 -4.26 -4.19
P -5.20 -2.34 -4.99
O -6.72 -2.81 -4.20
O -3.92 -2.33 -3.77
S -4.82 -3.71 -6.29
N -5.85 1.71 -4.84
P -5.56 2.89 -6.11
O -4.08 3.48 -5.89
N -6.35 2.30 -3.66
H -8.67 4.11 1.17
H -8.20 2.25 1.37
H -6.85 3.64 1.45
H -8.69 3.39 -1.21
H -6.88 3.97 -1.11
H -8.08 0.90 -0.84
H -4.99 -1.30 -7.81
H -5.79 0.35 -7.50
H -3.12 -0.07 -8.44
H -3.41 1.47 -7.40
H -6.47 -2.74 -3.21
H -4.07 -1.61 -3.09
H -6.44 4.04 -5.83
H -5.84 2.52 -7.46
H -6.54 3.34 -3.59
C -9.61 0.27 -4.59
O -10.04 0.39 -5.93
C -9.00 0.77 -6.82
C -9.16 0.07 -8.18
O -8.86 -1.33 -8.16
C -9.77 -2.18 -7.45
C -11.14 -2.34 -8.11
O -11.91 -1.15 -7.98
C -12.67 -0.86 -9.14
H -9.46 1.26 -4.15
H -10.38 -0.26 -4.03
H -8.69 -0.32 -4.52
H -8.01 0.53 -6.41
H -9.06 1.85 -6.97
H -8.44 0.51 -8.88
H -10.15 0.25 -8.61
H -9.85 -1.87 -6.40
H -9.29 -3.17 -7.43
H -11.70 -3.14 -7.60
H -11.00 -2.62 -9.16
H -12.06 -0.92 -10.05
H -13.04 0.17 -9.06
H -13.53 -1.53 -9.21
C 3.58 -2.84 6.98
O 3.58 -2.20 5.71
C 4.90 -1.97 5.21
C 4.93 -2.15 3.69
O 4.83 -3.51 3.25
C 3.57 -4.16 3.44
C 2.44 -3.63 2.55
O 2.02 -2.34 2.96
C 1.71 -1.48 1.87
H 3.86 -2.13 7.76
H 2.57 -3.21 7.16
H 4.25 -3.70 6.98
H 5.63 -2.64 5.67
H 5.17 -0.94 5.46
H 5.91 -1.80 3.33
H 4.19 -1.52 3.19
H 3.28 -4.15 4.50
H 3.74 -5.21 3.19
H 1.57 -4.30 2.63
H 2.79 -3.63 1.50
H 2.51 -1.49 1.12
H 1.63 -0.46 2.26
H 0.76 -1.77 1.42
C 6.07 3.33 12.00
O 5.64 3.45 10.66
C 6.68 3.83 9.77
C 6.52 3.13 8.41
O 6.82 1.73 8.43
C 5.91 0.88 9.15
C 4.54 0.72 8.49
O 3.77 1.92 8.61
C 3.01 2.21 7.45
H 6.21 4.32 12.45
H 5.30 2.80 12.56
H 6.99 2.75 12.07
H 7.67 3.59 10.18
H 6.62 4.91 9.62
H 7.23 3.57 7.72
H 5.53 3.31 7.98
H 5.83 1.19 10.19
H 6.39 -0.11 9.16
H 3.98 -0.08 8.99
H 4.68 0.44 7.43
H 3.62 2.14 6.55
H 2.64 3.23 7.53
H 2.15 1.53 7.38
C 12.29 2.04 3.10
O 10.93 1.64 3.00
C 10.78 0.31 2.52
C 9.60 -0.39 3.21
O 9.84 -0.74 4.58
C 9.95 0.34 5.51
C 8.63 1.08 5.78
O 8.25 1.87 4.66
C 6.85 1.86 4.42
H 12.70 2.26 2.11
H 12.33 2.95 3.71
H 12.89 1.28 3.60
H 11.69 -0.29 2.68
H 10.59 0.37 1.44
H 9.42 -1.34 2.69
H 8.68 0.19 3.11
H 10.74 1.03 5.23
H 10.27 -0.11 6.46
H 8.75 1.76 6.64
H 7.85 0.34 6.03
H 6.46 0.83 4.42
H 6.67 2.29 3.43
H 6.33 2.46 5.17
```